No. 1
This record from OMol25 describes a structure of composition C6H8ClNOS at a distorted geometry. The level of theory is ωB97M-V with the def2-TZVPD basis set.

* total charge: 0
* ΔE to the lowest compared entry with this formula, charge and spin: 53.8 kcal per mole
* orbital gap: 9.694 eV
* maximum force: 0.0867 Eh/bohr
* calculated total energy: -1221.7089 Eh
* HOMO level: -0.346 hartree

Positions of all 18 atoms, in Å:
C (-1.313, 2.073, -0.739)
C (-2.402, 1.524, 0.068)
C (-0.300, -1.508, 2.427)
C (0.916, -0.847, 0.089)
C (1.067, -0.842, -1.392)
C (2.086, -0.196, -1.952)
H (-1.536, 1.936, -1.798)
H (-1.206, 3.140, -0.534)
H (-0.334, -0.444, 2.665)
H (0.654, -1.920, 2.760)
H (-1.123, -2.027, 2.924)
H (0.324, -1.377, -1.978)
H (2.226, -0.170, -3.026)
H (2.807, 0.327, -1.329)
N (-3.276, 1.104, 0.697)
O (1.672, -0.291, 0.854)
S (-0.503, -1.759, 0.654)
Cl (0.240, 1.278, -0.389)

---

No. 2
This record from OMol25 describes a structure of composition C6H8EuOP at a distorted geometry. The level of theory is ωB97M-V with the def2-TZVPD basis set.

* total charge: 0
* orbital gap (alpha / beta): 4.574 / 4.426 eV
* maximum force: 0.0300 Eh/bohr
* <S²>: 12.01
* calculated total energy: -1360.0372 Eh
* 2S+1: 7
* HOMO level (alpha / beta): -0.218 / -0.219 hartree

Positions of all 17 atoms, in Å:
C (-0.228, 0.704, -1.180)
C (-1.284, 1.430, -1.810)
C (-0.723, 2.576, -2.447)
C (0.691, 2.552, -2.254)
C (1.022, 1.400, -1.475)
Eu (2.142, -1.208, 0.720)
P (-0.018, -3.165, 0.644)
H (-0.322, -0.222, -0.595)
H (-2.338, 1.155, -1.788)
H (-1.286, 3.342, -2.979)
H (2.023, 1.081, -1.146)
H (1.403, 3.284, -2.632)
H (0.300, -4.448, 0.078)
H (-1.268, -3.043, -0.055)
H (-0.574, -3.685, 1.863)
O (-0.120, -0.833, 3.582)
C (0.581, -0.919, 2.671)

---

No. 3
This record from OMol25 describes the molecule C6H8F2 at a distorted geometry. The level of theory is ωB97M-V with the def2-TZVPD basis set.

* total charge: 0
* ΔE to the lowest compared entry with this formula, charge and spin: 52.9 kcal per mole
* orbital gap: 9.102 eV
* maximum force: 0.1083 Eh/bohr
* calculated total energy: -433.0388 Eh
* HOMO level: -0.314 hartree

Positions of all 16 atoms, in Å:
C (-2.360, 0.005, 0.332)
C (-1.405, -0.949, -0.072)
C (0.016, -0.727, 0.102)
C (0.806, -1.878, -0.025)
F (2.134, -1.761, -0.055)
C (0.645, 0.587, 0.305)
C (1.163, 1.651, -0.661)
F (1.736, 0.346, 1.138)
H (-2.037, 1.046, 0.889)
H (-3.372, -0.422, 0.276)
H (-1.702, -1.909, -0.359)
H (0.465, -2.934, -0.039)
H (-0.007, 1.236, 1.054)
H (1.401, 2.703, -0.197)
H (0.386, 1.611, -1.478)
H (2.133, 1.396, -1.209)

---

No. 4
This record from OMol25 describes a cluster of 2 separate species, C6H8FN2O5 in total at a distorted geometry. The level of theory is ωB97M-V with the def2-TZVPD basis set.

* total charge: -1
* orbital gap (alpha / beta): 7.803 / 7.799 eV
* maximum force: 0.1332 Eh/bohr
* calculated total energy: -818.8821 Eh
* HOMO level (alpha / beta): -0.175 / -0.175 hartree

Positions of all 22 atoms, in Å:
C (2.238, 0.258, -0.973)
C (-3.197, 0.575, -0.654)
C (0.578, -2.760, -0.637)
C (-0.183, 3.079, 0.400)
C (0.635, -2.170, 0.769)
C (1.745, -0.171, 0.227)
N (2.674, 0.480, -2.039)
N (0.739, 0.925, 0.813)
O (0.006, 0.673, 1.716)
O (-2.851, 1.706, -0.664)
O (-4.122, -0.159, -0.799)
O (0.761, 2.012, 0.083)
O (1.760, -1.255, 0.936)
F (-1.925, -0.351, -0.312)
H (0.856, -3.807, -0.551)
H (-0.323, -2.600, -1.105)
H (1.317, -2.246, -1.259)
H (-0.382, 3.367, 1.502)
H (-1.152, 2.913, -0.049)
H (0.280, 3.824, -0.116)
H (0.811, -2.724, 1.681)
H (-0.265, -1.565, 1.030)

---

No. 5
This record from OMol25 describes the molecule C6H8FNO3 at a distorted geometry. The level of theory is ωB97M-V with the def2-TZVPD basis set.

* total charge: 0
* ΔE to the lowest compared entry with this formula, charge and spin: 39.6 kcal per mole
* orbital gap (alpha / beta): 5.171 / 7.209 eV
* maximum force: 0.1563 Eh/bohr
* <S²>: 2.01
* calculated total energy: -613.4985 Eh
* 2S+1: 3
* HOMO level (alpha / beta): -0.191 / -0.397 hartree

Positions of all 19 atoms, in Å:
C (-0.488, -2.231, -2.772)
C (-0.268, -1.552, -0.264)
C (0.806, -0.488, -0.282)
C (0.087, 0.623, -0.964)
C (-0.987, -1.487, -1.604)
C (-1.013, 1.405, 0.009)
N (0.066, -2.769, -3.614)
O (-0.606, 0.107, -2.064)
O (1.033, -0.189, 1.139)
O (-0.425, 2.243, 0.892)
F (-2.295, -1.389, -1.495)
H (0.059, -2.596, -0.006)
H (-0.985, -1.315, 0.440)
H (1.740, -0.762, -0.788)
H (0.763, 1.330, -1.413)
H (-1.529, 0.648, 0.607)
H (-1.638, 1.813, -0.711)
H (0.541, 0.584, 1.319)
H (-0.440, 3.193, 0.744)

---

No. 6
This record from OMol25 describes a structure of composition C6H8InLiO6 at a distorted geometry. The level of theory is ωB97M-V with the def2-TZVPD basis set.

* total charge: +1
* ΔE to the lowest compared entry with this formula, charge and spin: 38.1 kcal per mole
* orbital gap (alpha / beta): 8.501 / 5.032 eV
* maximum force: 0.1555 Eh/bohr
* <S²>: 0.77
* calculated total energy: -882.1866 Eh
* 2S+1: 2
* HOMO level (alpha / beta): -0.439 / -0.439 hartree

Positions of all 22 atoms, in Å:
O (1.390, 1.816, -0.108)
C (1.014, 0.767, -0.850)
C (1.980, 1.473, 1.171)
O (0.106, 0.060, -0.062)
O (2.738, -0.202, -0.294)
C (3.104, 0.478, 0.861)
H (1.228, 1.007, 1.820)
H (2.362, 2.412, 1.590)
H (3.275, -0.124, 1.776)
H (4.041, 1.039, 0.676)
O (-1.533, -0.260, -1.674)
C (-0.737, -0.865, -0.716)
C (-2.590, 0.392, -0.987)
O (-0.080, -1.921, -1.157)
O (-1.668, -1.308, 0.293)
C (-2.881, -0.558, 0.184)
H (-3.434, 0.500, -1.674)
H (-2.264, 1.382, -0.637)
H (-3.702, -1.254, -0.030)
H (-3.073, -0.026, 1.123)
Li (1.804, -1.557, -1.100)
In (-1.078, -3.250, -0.205)

---

No. 7
This record from OMol25 describes a structure of composition C6H8KMgO6 at a distorted geometry. The level of theory is ωB97M-V with the def2-TZVPD basis set.

* total charge: 0
* ΔE to the lowest compared entry with this formula, charge and spin: 43.4 kcal per mole
* orbital gap (alpha / beta): 6.660 / 5.794 eV
* maximum force: 0.0664 Eh/bohr
* <S²>: 0.75
* calculated total energy: -1484.7981 Eh
* 2S+1: 2
* HOMO level (alpha / beta): -0.254 / -0.254 hartree

Positions of all 22 atoms, in Å:
O (-2.007, -1.067, -0.433)
C (-1.046, -0.355, -1.026)
C (-2.602, -0.447, 0.733)
O (-0.093, -0.066, -0.055)
O (-2.189, 1.362, -0.695)
C (-3.108, 0.920, 0.253)
H (-1.847, -0.301, 1.515)
H (-3.434, -1.097, 1.027)
H (-3.334, 1.493, 1.175)
H (-4.104, 0.785, -0.211)
O (1.791, -0.530, -1.327)
C (1.165, 0.392, -0.506)
C (2.330, -1.539, -0.488)
O (1.110, 1.608, -1.016)
O (1.996, 0.442, 0.673)
C (2.772, -0.756, 0.758)
H (3.161, -2.019, -1.012)
H (1.559, -2.286, -0.247)
H (3.834, -0.485, 0.730)
H (2.540, -1.280, 1.692)
K (-0.965, 2.715, -1.692)
Mg (2.472, 2.511, 0.154)

---

No. 8
This record from OMol25 describes a structure of composition C6H8LiNiO6 at a distorted geometry. The level of theory is ωB97M-V with the def2-TZVPD basis set.

* total charge: -1
* orbital gap (alpha / beta): 4.025 / 5.467 eV
* maximum force: 0.0946 Eh/bohr
* <S²>: 2.01
* calculated total energy: -2200.4300 Eh
* 2S+1: 3
* HOMO level (alpha / beta): -0.067 / -0.111 hartree

Positions of all 22 atoms, in Å:
Li (-0.176, 2.454, 0.966)
O (-0.526, 0.530, 0.853)
O (-0.324, 1.768, -1.002)
C (0.657, 1.931, -2.011)
C (1.745, 0.910, -1.655)
O (1.198, 0.139, -0.605)
C (-0.222, 0.413, -0.498)
H (0.217, 1.732, -2.998)
H (1.030, 2.961, -1.959)
H (2.653, 1.407, -1.283)
H (1.990, 0.256, -2.503)
Ni (1.518, 0.369, 1.607)
O (1.469, -1.625, 1.771)
O (-0.982, -0.515, -1.012)
C (-1.853, -0.762, 0.728)
C (-1.180, -1.830, 1.589)
O (-0.274, -2.733, 0.956)
C (1.088, -2.649, 1.152)
H (-2.817, -0.827, 1.278)
H (-2.532, -0.121, 0.143)
H (-1.971, -2.455, 2.028)
H (-0.707, -1.354, 2.455)

---

No. 9
This record from OMol25 describes the ion C6H8N with charge +1 at a distorted geometry. The level of theory is ωB97M-V with the def2-TZVPD basis set.

* total charge: +1
* ΔE to the lowest compared entry with this formula, charge and spin: 140.6 kcal per mole
* orbital gap: 9.530 eV
* maximum force: 0.0830 Eh/bohr
* calculated total energy: -287.7322 Eh
* HOMO level: -0.543 hartree

Positions of all 15 atoms, in Å:
C (3.621, 0.360, 0.165)
C (2.430, 0.178, 0.009)
N (1.208, -0.227, 0.046)
C (-0.045, -0.189, -0.059)
C (-1.069, 0.716, -0.622)
C (-2.368, 0.506, 0.204)
C (0.406, -1.447, 0.484)
H (4.636, 0.688, -0.065)
H (-0.694, 1.722, -0.812)
H (-1.081, 0.427, -1.686)
H (-2.871, -0.465, -0.214)
H (-3.023, 1.363, 0.014)
H (-1.998, 0.348, 1.157)
H (0.324, -1.633, 1.558)
H (0.524, -2.347, -0.178)

---

No. 10
This record from OMol25 describes a structure of composition C6H8N at a distorted geometry. The level of theory is ωB97M-V with the def2-TZVPD basis set.

* total charge: +1
* ΔE to the lowest compared entry with this formula, charge and spin: 143.3 kcal per mole
* orbital gap: 7.536 eV
* maximum force: 0.0823 Eh/bohr
* calculated total energy: -287.7279 Eh
* HOMO level: -0.484 hartree

Positions of all 15 atoms, in Å:
C (-0.338, 1.522, -0.035)
C (1.172, 1.209, 0.094)
C (-1.959, -0.600, -0.030)
C (0.830, -0.991, -0.242)
C (-0.520, -0.762, 0.492)
C (-1.477, 0.789, -0.086)
N (1.840, 0.030, 0.078)
H (-0.508, 2.630, -0.270)
H (1.823, 2.131, 0.102)
H (-2.084, -0.981, -1.118)
H (-2.817, -0.963, 0.558)
H (1.026, -2.078, -0.134)
H (0.463, -0.951, -1.260)
H (-0.309, -0.865, 1.595)
H (2.857, -0.119, 0.256)

---

No. 11
This record from OMol25 describes the ion C6H8N with charge +1 at a distorted geometry. The level of theory is ωB97M-V with the def2-TZVPD basis set.

* total charge: +1
* ΔE to the lowest compared entry with this formula, charge and spin: 168.6 kcal per mole
* orbital gap: 9.268 eV
* maximum force: 0.0992 Eh/bohr
* calculated total energy: -287.6875 Eh
* HOMO level: -0.506 hartree

Positions of all 15 atoms, in Å:
C (-1.367, 0.433, -0.800)
C (-0.428, 1.054, 0.426)
C (0.027, -1.135, 0.182)
C (0.702, 0.037, 0.211)
C (-1.679, 0.489, 0.876)
C (2.152, 0.029, 0.316)
N (-1.397, -0.792, 0.081)
H (-2.350, 0.866, -1.319)
H (-0.759, 0.238, -1.742)
H (-0.410, 2.169, 0.486)
H (0.152, -2.210, 0.257)
H (2.605, 0.404, -0.563)
H (2.567, -0.923, 0.566)
H (2.326, 0.853, 0.947)
H (-2.142, -1.511, 0.078)

---

No. 12
This record from OMol25 describes the ion C6H8N with charge +1 at a distorted geometry. The level of theory is ωB97M-V with the def2-TZVPD basis set.

* total charge: +1
* ΔE to the lowest compared entry with this formula, charge and spin: 122.6 kcal per mole
* orbital gap: 9.750 eV
* maximum force: 0.1129 Eh/bohr
* calculated total energy: -287.7609 Eh
* HOMO level: -0.538 hartree

Positions of all 15 atoms, in Å:
C (-0.288, -1.685, 0.814)
C (-0.284, -0.462, 1.285)
C (0.393, 0.683, 1.904)
C (-0.915, 0.878, 1.198)
N (-0.910, 1.286, -0.077)
C (-0.580, 0.914, -1.128)
C (-0.050, 0.333, -2.234)
H (0.544, -2.304, 0.879)
H (-1.063, -2.034, 0.277)
H (1.022, 1.278, 1.344)
H (0.394, 0.671, 2.993)
H (-1.803, 1.320, 1.727)
H (-0.044, 0.959, -3.161)
H (1.000, 0.212, -2.230)
H (-0.616, -0.652, -2.353)

---

What did the ninth record say?
This record from OMol25 describes the ion C6H8N with charge +1 at a distorted geometry. The level of theory is ωB97M-V with the def2-TZVPD basis set.

* total charge: +1
* ΔE to the lowest compared entry with this formula, charge and spin: 140.6 kcal per mole
* orbital gap: 9.530 eV
* maximum force: 0.0830 Eh/bohr
* calculated total energy: -287.7322 Eh
* HOMO level: -0.543 hartree

Positions of all 15 atoms, in Å:
C (3.621, 0.360, 0.165)
C (2.430, 0.178, 0.009)
N (1.208, -0.227, 0.046)
C (-0.045, -0.189, -0.059)
C (-1.069, 0.716, -0.622)
C (-2.368, 0.506, 0.204)
C (0.406, -1.447, 0.484)
H (4.636, 0.688, -0.065)
H (-0.694, 1.722, -0.812)
H (-1.081, 0.427, -1.686)
H (-2.871, -0.465, -0.214)
H (-3.023, 1.363, 0.014)
H (-1.998, 0.348, 1.157)
H (0.324, -1.633, 1.558)
H (0.524, -2.347, -0.178)